{
  "formula": "C42H114Br6N15O7P5",
  "method": "ωB97M-V/def2-TZVPD",
  "symbols": ["C", "N", "C", "P", "O", "N", "C", "C", "N", "C", "C", "H", "H", "H", "H", "H", "H", "H", "H", "H", "H", "H", "H", "H", "H", "H", "H", "H", "H", "C", "N", "C", "P", "O", "N", "C", "C", "N", "C", "C", "H", "H", "H", "H", "H", "H", "H", "H", "H", "H", "H", "H", "H", "H", "H", "H", "H", "H", "C", "N", "C", "P", "O", "N", "C", "C", "N", "C", "C", "H", "H", "H", "H", "H", "H", "H", "H", "H", "H", "H", "H", "H", "H", "H", "H", "H", "H", "C", "N", "C", "P", "O", "N", "C", "C", "N", "C", "C", "H", "H", "H", "H", "H", "H", "H", "H", "H", "H", "H", "H", "H", "H", "H", "H", "H", "H", "C", "N", "C", "P", "O", "N", "C", "C", "N", "C", "C", "H", "H", "H", "H", "H", "H", "H", "H", "H", "H", "H", "H", "H", "H", "H", "H", "H", "H", "C", "C", "C", "O", "H", "H", "H", "H", "H", "H", "C", "C", "C", "O", "H", "H", "H", "H", "H", "H", "Br", "C", "C", "Br", "H", "H", "H", "H", "Br", "C", "C", "Br", "H", "H", "H", "H", "Br", "C", "C", "Br", "H", "H", "H", "H"],
  "positions_angstrom": [[2.7547, 0.4038, 4.1331], [3.1138, -0.8893, 4.7129], [4.2531, -0.8436, 5.5661], [2.9961, -2.2939, 3.8436], [3.0878, -3.5001, 4.6768], [1.5522, -2.1038, 3.0766], [1.4085, -2.9650, 1.8543], [0.2709, -1.8813, 3.8365], [4.0922, -2.3168, 2.5861], [4.9520, -3.4870, 2.4487], [4.0630, -1.2674, 1.5216], [1.8017, 0.2917, 3.5903], [3.4661, 0.8229, 3.4298], [2.6343, 1.1412, 4.9189], [4.0676, -0.3055, 6.4401], [5.0419, -0.2400, 5.0767], [4.6722, -1.8366, 5.7617], [1.3534, -4.0162, 2.1476], [0.5370, -2.6926, 1.1899], [2.3207, -2.9123, 1.2396], [-0.4918, -1.4724, 3.2153], [-0.1294, -2.7963, 4.2422], [0.2756, -1.1317, 4.6852], [5.9739, -3.1380, 2.3648], [4.8189, -4.0374, 3.4008], [4.6953, -4.1780, 1.6285], [4.4874, -1.7366, 0.6014], [4.6632, -0.3622, 1.6755], [3.0455, -0.8433, 1.3400], [-4.2702, -0.4997, -5.5500], [-3.7209, 0.8819, -5.5993], [-2.7263, 1.2197, -6.6812], [-3.4594, 1.5211, -4.1111], [-2.4400, 0.8516, -3.2144], [-3.0288, 3.0872, -4.4366], [-3.9447, 4.0602, -5.0736], [-1.8918, 3.6354, -3.7159], [-4.8863, 1.3941, -3.3562], [-6.0772, 1.9350, -3.9364], [-4.8703, 1.3339, -1.9112], [-4.8201, -0.6457, -4.5948], [-3.5167, -1.2385, -5.7009], [-5.0012, -0.5099, -6.4240], [-1.8641, 0.5622, -6.6694], [-2.3581, 2.2287, -6.5713], [-3.1875, 1.1789, -7.6585], [-4.4898, 3.5886, -5.8857], [-4.6834, 4.3782, -4.3199], [-3.3445, 4.9539, -5.3811], [-2.1634, 4.0673, -2.7106], [-1.2072, 2.7888, -3.4968], [-1.3921, 4.4648, -4.2925], [-6.4626, 2.7631, -3.3119], [-5.8871, 2.2488, -4.9467], [-6.7996, 1.1202, -3.9061], [-5.0059, 2.3176, -1.4956], [-3.9136, 0.9097, -1.5762], [-5.6841, 0.6336, -1.6441], [-5.9676, -2.6246, -1.2119], [-5.0823, -2.0161, -0.2117], [-5.7541, -1.2575, 0.7901], [-3.4988, -2.4621, 0.0044], [-2.8917, -1.3174, 0.8133], [-3.4481, -3.9618, 0.6748], [-4.5518, -4.7979, 1.1125], [-2.1418, -4.4819, 1.1192], [-2.7831, -2.8622, -1.4725], [-2.8721, -4.0347, -2.2555], [-2.0224, -1.7871, -2.2169], [-6.6425, -3.3505, -0.9047], [-5.4526, -2.9626, -2.0504], [-6.6269, -1.8031, -1.5302], [-5.0765, -0.6811, 1.4769], [-6.4180, -1.9212, 1.4547], [-6.4884, -0.5006, 0.3986], [-4.3781, -5.9081, 0.8200], [-4.7286, -4.7931, 2.2307], [-5.5131, -4.4531, 0.7761], [-1.4422, -3.6957, 1.3219], [-2.2190, -4.9427, 2.0698], [-1.6984, -5.2373, 0.4545], [-3.5281, -4.8015, -1.8356], [-3.2985, -3.7577, -3.2125], [-1.8736, -4.4796, -2.4086], [-2.1214, -0.8222, -1.7004], [-2.5959, -1.5926, -3.0809], [-1.0665, -2.1477, -2.3373], [1.8290, 7.2445, 3.0839], [1.9474, 5.9256, 3.6503], [0.8970, 4.9478, 3.1871], [2.7632, 5.6400, 5.0721], [3.7434, 6.7008, 5.3157], [1.6994, 5.3622, 6.3560], [1.3718, 6.3455, 7.3744], [0.9977, 4.0920, 6.4508], [3.3405, 4.0908, 4.8654], [3.9489, 3.4080, 6.0949], [4.2685, 3.8778, 3.7026], [1.1895, 7.8399, 3.7782], [1.4048, 7.1290, 2.0906], [2.8443, 7.7276, 3.0439], [1.0996, 3.9479, 3.6430], [0.9559, 4.9381, 2.1072], [-0.0644, 5.3204, 3.4723], [2.1179, 7.1279, 7.3764], [0.3669, 6.8979, 7.1458], [1.1853, 5.9724, 8.3690], [1.2278, 3.4085, 5.6106], [1.2028, 3.5119, 7.3747], [-0.0601, 4.2458, 6.4375], [4.7784, 3.9718, 6.4151], [3.2250, 3.3126, 6.9130], [4.1854, 2.4011, 5.6800], [4.0017, 4.4238, 2.7738], [4.3350, 2.8274, 3.3815], [5.2808, 4.2607, 3.8926], [1.1229, -6.2286, -2.6756], [1.9935, -5.2698, -1.9699], [1.4353, -4.7755, -0.6641], [3.6536, -5.3725, -1.9313], [4.2914, -6.1339, -0.8139], [3.9547, -6.1032, -3.4036], [4.7167, -7.3664, -3.3867], [3.4720, -5.7370, -4.7187], [4.0894, -3.7739, -1.9322], [5.4129, -3.3086, -1.4949], [3.1853, -2.7526, -2.3915], [1.3303, -7.2702, -2.4704], [1.1493, -6.0288, -3.7206], [0.1474, -5.9663, -2.3952], [2.0379, -3.9274, -0.3254], [1.4972, -5.4790, 0.2145], [0.4059, -4.4734, -0.8359], [5.5958, -7.3580, -4.0614], [5.0763, -7.5717, -2.3915], [4.0771, -8.1456, -3.7937], [2.5011, -6.3104, -5.0112], [3.1426, -4.6758, -4.7613], [4.2872, -5.8821, -5.3989], [5.4614, -2.7572, -0.6073], [6.0464, -4.1975, -1.3750], [5.8661, -2.7282, -2.2926], [3.6593, -2.1988, -3.1875], [2.8732, -2.0452, -1.6048], [2.2465, -3.2022, -2.7470], [2.8683, 5.4817, -3.2888], [2.4278, 4.6059, -2.0982], [2.8452, 3.1688, -2.0654], [1.6321, 5.0083, -1.2842], [2.6685, 6.6001, -3.1871], [2.3703, 5.1233, -4.2425], [3.9101, 5.2189, -3.4593], [2.1637, 2.6610, -1.3491], [3.8906, 3.3117, -1.8020], [2.7844, 2.6912, -3.0147], [-2.8230, 5.6088, -0.1989], [-3.2081, 4.1989, 0.2366], [-2.0932, 3.2330, 0.5698], [-4.3518, 3.9049, 0.3950], [-2.7443, 6.2239, 0.6997], [-3.6736, 6.0687, -0.7201], [-1.8832, 5.6862, -0.7443], [-1.4920, 3.1975, -0.3477], [-2.5365, 2.2557, 0.8290], [-1.5415, 3.7022, 1.3754], [-1.8664, 1.8835, 4.9334], [-3.3605, 0.7926, 4.3940], [-3.0710, -0.5667, 3.8957], [-4.5085, -1.7877, 4.3404], [-4.0104, 1.3207, 3.6443], [-4.0059, 0.7399, 5.3010], [-2.3083, -1.0618, 4.4465], [-2.9069, -0.5747, 2.8092], [0.8536, -0.4319, -1.1152], [-0.3072, 0.6614, -0.0043], [0.3757, 0.7561, 1.4333], [1.7500, 2.1064, 1.5447], [-1.2404, 0.0819, 0.1799], [-0.3890, 1.6028, -0.4562], [0.8126, -0.2502, 1.7078], [-0.3261, 0.9439, 2.1878], [-0.6000, -3.2432, -5.9939], [0.2384, -1.5322, -6.2225], [0.2079, -0.8115, -4.8549], [1.2798, 0.8233, -5.0383], [-0.3341, -0.9412, -6.9499], [1.2466, -1.6865, -6.5871], [0.6878, -1.2654, -4.0166], [-0.7428, -0.5597, -4.5149]],
  "atomic_forces_ev_per_a": [[-0.87, -0.68, -0.06], [-0.66, 0.19, -0.55], [1.85, -0.02, -1.23], [-0.29, 0.05, -0.30], [0.49, -0.24, 0.37], [-2.02, 0.45, -1.10], [-0.23, 0.30, 0.22], [1.00, 0.45, 0.69], [-0.47, 1.10, -0.26], [-0.27, -0.10, 0.68], [0.11, -0.58, -0.30], [0.49, 0.16, 0.44], [0.47, -0.21, -0.15], [-0.20, 0.08, 0.28], [-0.60, 0.56, 1.82], [0.14, -0.31, -0.05], [-0.31, 0.23, 0.16], [-0.39, -0.10, 0.00], [0.78, -0.02, 0.98], [-0.49, 0.34, 0.41], [-0.41, 0.17, -1.14], [0.02, -0.59, 0.22], [0.93, -0.87, -0.85], [0.39, -0.23, -0.14], [0.37, 0.11, -0.64], [-0.04, 0.39, -0.03], [-0.75, 0.44, 0.58], [0.32, -0.33, 0.57], [0.56, -0.76, 0.03], [-1.70, 1.58, -1.49], [0.72, -0.02, -0.56], [-0.94, -0.49, 0.71], [2.29, -0.44, 1.32], [-0.47, 0.94, -1.40], [0.17, 0.68, -0.46], [0.65, 0.04, 1.23], [0.52, 0.37, 0.83], [0.33, 0.31, -0.04], [-0.67, -0.26, 0.88], [-0.18, -1.23, 0.02], [0.46, 0.03, -0.76], [0.65, -0.66, 0.00], [0.70, -0.60, 1.13], [0.13, -0.30, 0.08], [-0.05, 0.20, 0.35], [-0.33, -0.30, -0.22], [0.18, 0.16, -0.31], [0.08, 0.26, -0.33], [-0.62, -0.83, -0.04], [0.03, -0.20, -0.80], [-0.15, 0.77, -0.28], [-0.41, -0.96, 0.37], [0.07, -0.14, -0.44], [-0.25, 0.09, -0.38], [-0.60, 0.20, -0.32], [-0.27, 0.36, 0.49], [-0.46, 0.16, -0.03], [0.25, 0.47, 0.43], [0.05, 3.15, 0.58], [0.03, -0.95, -0.88], [-1.75, 0.70, 2.26], [0.70, 0.96, -0.12], [0.06, -1.87, -1.52], [0.15, -1.18, 1.15], [-0.03, -1.33, 1.20], [-0.26, 0.15, -0.74], [0.58, 3.11, 1.48], [-0.20, -1.07, 0.05], [-3.49, 0.05, 2.29], [-0.97, -1.76, 1.22], [1.13, -0.59, -1.37], [0.13, -0.09, -0.30], [-0.44, -0.85, -0.91], [0.93, 0.69, -0.68], [0.78, -0.63, -0.26], [-0.34, 1.83, 0.24], [0.74, -0.02, -0.83], [-0.23, 0.09, -0.79], [0.41, 0.64, -0.42], [-0.54, -0.63, 1.06], [-0.18, 0.29, -0.19], [0.13, 0.11, 0.23], [0.02, -0.17, -0.58], [-0.23, 0.05, -0.13], [0.60, -0.58, 0.14], [-0.07, 0.00, -1.61], [2.21, -0.35, -0.62], [0.77, 0.71, 1.18], [-0.30, -2.01, -0.04], [1.77, 0.55, 0.97], [-0.68, -0.41, -0.05], [0.17, 0.70, 0.39], [0.45, -0.64, 0.16], [-1.95, 1.57, -1.37], [0.11, -0.74, -0.07], [1.32, -1.03, -0.22], [-1.87, -0.58, -2.14], [-0.11, 0.66, -0.48], [0.16, 0.16, -0.94], [-0.07, 0.36, -0.08], [-1.06, -0.38, -0.07], [-0.27, 0.94, -0.67], [-0.04, -0.39, -0.29], [-0.92, 0.06, 0.31], [0.31, 0.03, 0.17], [1.42, -0.87, 0.08], [0.50, -0.68, 0.29], [0.00, 0.58, 0.50], [0.14, 0.50, -0.19], [-0.97, 0.21, -0.01], [1.32, 0.37, 0.46], [0.24, 0.06, -0.40], [0.29, 0.67, 0.85], [-0.55, -0.10, 0.78], [-0.14, 0.18, 0.58], [-0.07, -0.26, 0.39], [1.44, 0.66, 0.48], [-0.68, -0.04, 1.65], [0.76, -0.52, -0.08], [0.19, -0.92, 0.03], [-0.33, 0.68, -0.90], [0.91, -0.65, 0.38], [0.00, 0.44, -0.90], [-2.11, 0.38, 0.58], [-0.06, 0.24, 0.68], [0.14, -2.09, -1.94], [-0.70, 0.32, 0.04], [0.04, -0.30, 0.13], [0.20, -0.10, -0.84], [-1.54, 0.00, 0.60], [-0.31, -0.04, -0.43], [-0.16, 0.11, -1.12], [-0.12, 0.16, 0.15], [-0.28, 0.44, 0.20], [-0.19, -0.20, 0.24], [-0.13, -0.45, 0.29], [1.91, 0.49, 0.12], [0.43, -0.48, 0.15], [0.14, -0.14, -0.77], [-0.37, 0.77, 1.35], [-0.12, 0.23, 0.15], [0.05, 0.29, -0.20], [0.05, 0.45, -0.43], [0.45, -0.17, -0.03], [0.49, 0.17, -0.08], [-0.37, 0.02, -0.45], [-1.86, 0.54, -1.38], [-0.32, 0.83, 0.80], [0.05, 0.54, 0.46], [0.40, -1.67, 0.15], [0.22, 0.27, 1.18], [0.34, 0.57, -0.12], [1.09, 0.18, -0.23], [0.32, -1.03, 0.47], [0.06, -0.29, -0.88], [-0.54, 0.14, 0.12], [1.26, 0.58, 0.22], [-0.83, 0.34, -0.81], [-1.64, -0.37, 0.00], [0.27, -0.13, 0.22], [0.35, -0.31, -0.22], [-0.08, -0.07, -0.05], [0.20, -0.18, 0.44], [0.42, 0.44, -0.05], [0.48, -0.24, 0.21], [0.32, -0.06, -0.39], [-2.82, 1.09, 0.64], [0.42, -0.53, -0.60], [-0.61, -0.10, -0.28], [0.97, -0.10, 0.63], [0.67, 0.03, -0.53], [1.05, 0.04, 0.12], [0.02, -0.40, 0.39], [0.12, 0.21, -0.07], [0.81, -1.87, 2.92], [0.54, -1.81, -2.02], [-0.06, -0.04, -0.43], [0.43, 0.57, -0.59], [-0.32, 0.94, -0.66], [-0.16, 1.17, -0.48], [-1.20, 0.74, 0.95], [-0.25, -0.44, -0.06], [-0.14, 1.02, 1.06], [1.74, -0.01, -1.36], [-0.30, 0.14, -0.10], [0.20, -0.38, 0.19], [0.04, -0.06, 0.05], [0.45, -0.95, 0.11], [-1.81, 0.76, 0.23]],
  "e_tot_ha": -20167.7237,
  "largest_force_ha_per_bohr": 0.0812,
  "homo_ev": -8.2,
  "lumo_energy_ev": 0.23,
  "multiplicity": 1,
  "smiles": "CN(C)P(=O)(N(C)C)N(C)C.CN(C)P(=O)(N(C)C)N(C)C.CN(C)P(=O)(N(C)C)N(C)C.CN(C)P(=O)(N(C)C)N(C)C.CN(C)P(=O)(N(C)C)N(C)C.CC(C)=O.CC(C)=O.BrCCBr.BrCCBr.BrCCBr",
  "total_charge": 0
}